[1]
ORCA calculation (ωB97M-V with the def2-TZVPD basis set) on the molecule C3H7NO2.

Geometry (Å):
H 0.22 -1.64 -0.73
N -0.74 -1.34 -0.91
C -0.94 -0.13 -0.60
O -2.15 0.42 -0.83
C 0.01 0.88 0.03
C 1.29 0.23 0.54
O 1.06 -0.62 1.64
H -2.68 -0.27 -1.27
H -0.50 1.37 0.86
H 0.24 1.66 -0.71
H 1.80 -0.30 -0.29
H 1.99 1.00 0.89
H 0.39 -1.27 1.38

Its SMILES is [H]/N=C(/O)CCO. As for the total energy: -8809.44332 eV. For the HOMO-LUMO gap, the calculation gives 11.39 eV. The value obtained for the HOMO energy is -0.387 hartree. The calculation puts the relative energy (zero: lowest compared OMol25 entry of this formula, charge and spin) at 1.086 eV.

[2]
ORCA calculation (ωB97M-V with the def2-TZVPD basis set) on a cluster of 2 separate species, C4H8O2 in total at a distorted geometry.

Geometry (Å):
O 1.23 -1.92 -1.12
C -0.70 -0.65 -0.30
C -0.87 0.04 1.00
C -0.14 1.34 0.76
C 0.89 0.84 -0.22
O 1.89 1.36 -0.58
H 0.90 -1.85 -2.03
H -0.93 -1.73 -0.26
H -1.18 -0.23 -1.19
H -0.36 -0.55 1.78
H -1.92 0.15 1.27
H -0.74 2.04 0.17
H 0.29 1.85 1.62
H 1.20 -0.99 -0.83

As for the total energy: -8369.18978 eV. For the HOMO-LUMO gap, the calculation gives 8.71 eV. The value obtained for the HOMO energy is -0.309 hartree. The calculation puts the relative energy (zero: lowest compared OMol25 entry of this formula, charge and spin) at 4.092 eV.

[3]
ORCA calculation (ωB97M-V with the def2-TZVPD basis set) on the molecule C19H28N2O3S2.

Geometry (Å):
C -3.05 3.33 0.42
S -2.82 1.57 0.69
C -1.03 1.44 0.43
C -0.67 1.94 -0.96
O -0.26 3.08 -1.11
N -0.85 1.10 -2.00
C -1.48 -0.22 -1.99
C -2.04 -0.33 -3.40
C -3.36 0.42 -3.54
S -3.41 1.15 -5.21
C -1.66 0.81 -5.57
C -0.99 0.41 -4.26
C 0.26 -0.43 -4.50
C -0.66 1.61 -3.36
C -0.18 2.07 1.57
N 0.09 0.71 2.06
C 1.19 0.35 2.77
O 1.88 1.17 3.34
C 1.47 -1.15 2.85
C 1.71 -1.61 4.29
C 2.98 -2.42 4.17
C 3.68 -3.04 5.32
C 2.98 -3.91 4.30
C 3.70 -1.75 3.03
O 2.66 -1.41 2.11
C -0.51 0.05 0.90
H -4.10 3.54 0.62
H -2.44 3.92 1.11
H -2.82 3.62 -0.60
H -0.74 -1.01 -1.80
H -2.26 -0.28 -1.23
H -2.15 -1.37 -3.73
H -4.22 -0.24 -3.41
H -3.43 1.21 -2.80
H -1.58 0.00 -6.29
H -1.20 1.70 -6.00
H 0.97 0.11 -5.13
H 0.76 -0.67 -3.57
H 0.00 -1.36 -5.00
H -1.34 2.46 -3.54
H 0.36 1.97 -3.50
H 0.71 2.58 1.21
H -0.72 2.70 2.27
H 0.66 -1.71 2.37
H 1.87 -0.74 4.93
H 0.87 -2.18 4.68
H 4.76 -3.04 5.32
H 3.23 -2.95 6.30
H 2.06 -4.39 4.60
H 3.59 -4.48 3.62
H 4.21 -0.84 3.36
H 4.41 -2.39 2.52
H -1.29 -0.68 1.14
H 0.22 -0.39 0.22

Its SMILES is CSC1(C(=O)N2C[C@H]3CSC[C@@]3(C)C2)CN(C(=O)[C@@H]2CC3(CC3)CO2)C1. As for the total energy: -50950.18859 eV. For the HOMO-LUMO gap, the calculation gives 9.15 eV. The value obtained for the HOMO energy is -0.319 hartree. The calculation puts the relative energy (zero: lowest compared OMol25 entry of this formula, charge and spin) at 1.070 eV.

[4]
ORCA calculation (ωB97M-V with the def2-TZVPD basis set) on the ion C22H20N5O3 with charge +1 at a distorted geometry.

Geometry (Å):
N -5.96 -0.41 4.92
C -5.34 -1.63 5.17
N -5.50 -2.09 6.35
C -4.55 -2.32 4.17
C -4.41 -3.73 4.10
C -3.63 -4.34 3.10
C -2.97 -3.54 2.17
N -2.12 -3.89 1.11
C -1.83 -2.75 0.48
C -0.91 -2.65 -0.71
O -0.64 -3.66 -1.37
N -0.30 -1.47 -1.14
O -0.74 -0.23 -0.55
C 0.78 -1.54 -2.17
C 1.33 -0.14 -2.49
C 0.54 0.64 -3.35
C 0.92 1.96 -3.59
C 2.02 2.52 -2.92
C 2.82 1.74 -2.11
O 3.90 2.26 -1.40
C 4.82 2.99 -2.11
C 5.13 2.75 -3.45
C 6.03 3.59 -4.10
C 6.69 4.63 -3.41
C 6.38 4.85 -2.05
C 5.51 3.97 -1.40
C 2.45 0.40 -1.90
N -2.34 -1.68 1.19
C -3.11 -2.17 2.23
C -3.87 -1.57 3.18
H -6.65 -0.06 5.59
H -5.90 0.01 3.99
H -6.03 -1.58 7.05
H -5.03 -2.93 6.66
H -4.92 -4.39 4.80
H -3.64 -5.43 2.99
H -0.39 0.52 -1.06
H 0.43 -1.94 -3.11
H 1.61 -2.12 -1.78
H -0.35 0.27 -3.83
H 0.29 2.65 -4.19
H 2.27 3.57 -3.10
H 4.63 1.92 -3.96
H 6.21 3.36 -5.16
H 7.43 5.23 -3.91
H 6.86 5.64 -1.48
H 5.23 4.19 -0.38
H 3.04 -0.20 -1.20
H -2.27 -0.71 0.90
H -3.91 -0.49 3.22

Its SMILES is NC(=[NH2+])c1ccc2nc(C(=O)N(O)Cc3cccc(Oc4ccccc4)c3)[nH]c2c1. As for the total energy: -36724.13881 eV. For the HOMO-LUMO gap, the calculation gives 6.25 eV. Its charge is +1. The value obtained for the HOMO energy is -0.373 hartree. The calculation puts the relative energy (zero: lowest compared OMol25 entry of this formula, charge and spin) at 0.000 eV.

[5]
ORCA calculation (ωB97M-V with the def2-TZVPD basis set) on a structure of composition C25H25AsBiN7O5S4 at a distorted geometry.

Geometry (Å):
Bi 0.00 0.25 -0.79
C 4.74 -1.06 -1.13
C 3.39 -0.98 -1.42
N 2.47 -1.09 -0.46
C 2.89 -1.33 0.78
C 4.26 -1.37 1.05
N 5.19 -1.23 0.11
C 1.88 -1.62 1.84
C 2.22 -1.58 3.19
C 1.30 -1.98 4.15
C 0.04 -2.36 3.68
C -0.24 -2.33 2.32
N 0.68 -1.99 1.42
C -1.56 -2.79 1.81
C -2.67 -3.00 2.63
N -3.77 -3.58 2.17
C -3.81 -3.86 0.87
C -2.77 -3.53 0.03
N -1.64 -3.03 0.51
C 1.65 -2.08 5.58
C 2.96 -1.87 6.04
C 3.25 -2.01 7.38
N 2.36 -2.34 8.31
C 1.11 -2.53 7.88
C 0.72 -2.40 6.56
H 5.48 -0.98 -1.92
H 3.03 -0.81 -2.43
H 4.65 -1.54 2.04
H 3.19 -1.22 3.49
H -0.72 -2.71 4.36
H -2.69 -2.71 3.67
H -4.71 -4.35 0.51
H -2.81 -3.67 -1.04
H 3.75 -1.61 5.36
H 4.26 -1.85 7.74
H 0.38 -2.79 8.65
H -0.32 -2.56 6.31
N -2.00 1.26 -1.70
C -3.24 1.23 -0.90
C -3.09 1.95 0.45
C -2.56 1.04 1.57
O -3.38 0.63 2.41
O -1.32 0.73 1.53
H -1.62 2.21 -1.72
H -2.16 0.94 -2.67
H -3.53 0.19 -0.74
H -4.04 1.71 -1.47
H -4.07 2.31 0.77
H -2.42 2.80 0.33
C 2.80 2.68 0.64
C 1.46 2.74 1.37
C 1.59 3.47 2.70
O 1.06 1.39 1.59
C 0.46 3.49 0.42
O 0.27 4.70 0.60
O -0.09 2.77 -0.48
H 3.51 2.09 1.22
H 3.18 3.69 0.50
H 2.67 2.22 -0.34
H 2.48 3.13 3.24
H 0.71 3.28 3.31
H 1.65 4.54 2.52
H 0.09 1.36 1.74
S -1.58 0.35 -4.99
As 0.14 -0.44 -4.01
S 1.18 1.16 -2.85
S -0.49 -1.76 -2.35
S 1.44 -1.39 -5.39

As for the total energy: -157025.16103 eV. For the HOMO-LUMO gap, the calculation gives 5.13 eV. Its charge is -2. The value obtained for the HOMO energy is -0.076 hartree. The calculation puts the relative energy (zero: lowest compared OMol25 entry of this formula, charge and spin) at 0.000 eV.

[6]
ORCA calculation (ωB97M-V with the def2-TZVPD basis set) on a structure of composition C10H24O12V3 at a distorted geometry.

Geometry (Å):
O 0.49 -3.11 -2.52
V 1.53 -2.09 -1.75
O 2.00 -2.87 -0.43
O -2.86 -1.11 -2.52
V -1.95 0.09 -2.21
O -2.19 1.25 -3.26
O 1.23 2.04 -3.83
V 1.93 1.25 -2.55
O 2.94 2.24 -1.79
C 0.33 0.23 -0.61
O 1.55 -0.06 -0.57
O 0.01 1.18 -1.30
O -0.23 -0.77 -1.06
C 6.06 -0.94 1.33
C 4.52 -0.97 1.29
C 3.89 0.28 1.86
O 4.02 -1.09 -0.06
H 6.58 -0.12 0.81
H 6.49 -1.82 0.86
H 6.34 -0.93 2.38
H 4.27 -1.79 1.97
H 4.20 0.63 2.84
H 2.83 0.08 2.05
H 3.85 1.14 1.19
H 3.14 -0.73 -0.04
C -2.38 4.09 -1.69
C -1.87 4.93 -0.57
C -2.91 5.76 0.27
O -1.32 4.01 0.29
H -2.99 4.64 -2.41
H -3.10 3.37 -1.30
H -1.62 3.58 -2.28
H -1.00 5.54 -0.81
H -2.46 6.11 1.21
H -3.87 5.30 0.49
H -3.21 6.67 -0.24
H -0.54 3.58 -0.06
C -4.07 -3.80 1.56
C -2.89 -4.59 1.02
C -1.66 -3.74 0.58
O -2.41 -5.49 2.00
H -4.20 -2.78 1.20
H -4.06 -3.85 2.65
H -4.97 -4.38 1.34
H -3.23 -5.29 0.26
H -0.80 -4.35 0.32
H -1.32 -3.18 1.46
H -1.94 -3.04 -0.22
H -2.17 -5.09 2.84

As for the total energy: -112385.47793 eV. For the HOMO-LUMO gap (alpha / beta), the calculation gives 5.49 / 6.75 eV. The value obtained for the HOMO energy (alpha / beta) is -0.326 / -0.375 hartree. The spin multiplicity is 2. Its expectation value of S² is 0.77.